Molecular formula: C41H32BrCeNOP2S5
Method: DFT, wB97M-V/def2-TZVPD

<S²> ... 0.7512
M ... 997.0 g mol⁻¹
Spin multiplicity ... 2
Total charge ... +1
Energy above the lowest of the compared OMol25 structures with the same formula, charge and spin ... 36.05 kcal per mole
HOMO (alpha / beta) ... -10.18 / -10.19 eV

```
84
C41H32BrCeNOP2S5 (wB97M-V/def2-TZVPD)
Ce -0.93 9.78 15.82
O -1.75 10.98 17.51
S -2.04 10.49 18.95
C -3.26 11.59 19.67
C -3.16 11.90 21.07
C -3.83 13.05 21.56
C -4.78 13.75 20.77
C -5.06 13.26 19.50
C -4.43 12.07 19.03
P -4.81 11.31 17.43
C -5.77 12.63 16.58
C -4.98 13.72 16.11
C -5.63 14.73 15.40
C -7.04 14.74 15.30
C -7.77 13.80 16.04
C -7.15 12.74 16.66
C -6.05 10.06 17.94
C -6.94 10.16 19.02
C -7.89 9.16 19.21
C -7.97 8.07 18.34
C -7.06 7.90 17.33
C -6.14 8.90 17.08
C -0.58 11.19 19.79
C -0.47 12.55 20.09
C 0.76 13.14 20.35
C 1.92 12.35 20.44
C 1.80 11.00 20.26
C 0.55 10.39 19.95
P 0.57 8.61 19.45
C 1.07 8.66 17.68
C 0.49 7.60 16.89
C 1.06 7.23 15.59
C 2.15 7.91 15.11
C 2.75 9.10 15.76
C 2.06 9.55 17.07
C 1.99 7.87 20.28
C 2.32 8.20 21.62
C 3.24 7.42 22.32
C 3.88 6.31 21.67
C 3.45 5.93 20.36
C 2.62 6.81 19.65
H -2.50 11.40 21.73
H -3.61 13.29 22.57
H -5.20 14.70 21.06
H -5.73 13.81 18.86
H -3.90 13.73 16.21
H -5.06 15.52 14.80
H -7.61 15.44 14.68
H -8.84 13.91 16.13
H -7.76 11.97 17.15
H -6.81 10.92 19.77
H -8.61 9.23 20.02
H -8.75 7.38 18.71
H -7.12 7.06 16.64
H -5.39 8.74 16.31
H -1.34 13.21 20.13
H 0.80 14.18 20.57
H 2.88 12.77 20.70
H 2.64 10.30 20.35
H -0.24 6.93 17.32
H 0.54 6.47 14.95
H 2.68 7.59 14.18
H 3.88 9.05 15.82
H 2.76 10.05 17.77
H 1.85 9.11 22.06
H 3.46 7.68 23.34
H 4.73 5.79 22.14
H 3.64 4.88 19.91
H 2.39 6.63 18.57
S -2.61 7.68 15.85
S -2.02 8.08 13.94
S -2.63 10.37 13.58
S -0.73 11.21 13.42
Br 2.28 14.74 17.28
C 2.38 13.01 16.49
C 3.45 12.68 15.60
C 3.47 11.51 14.96
C 2.39 10.50 15.11
N 1.47 10.77 16.28
C 1.43 12.11 16.81
H 4.23 13.48 15.53
H 4.36 11.22 14.40
H 1.73 10.37 14.19
H 0.55 12.39 17.38
```

Molecular formula: C26H70AlO9S9Si
Method: DFT, wB97M-V/def2-TZVPD

M ... 870.5 g mol⁻¹
Spin multiplicity ... 1
Total charge ... -1
HOMO ... -4.05 eV

```
116
C26H70AlO9S9Si (wB97M-V/def2-TZVPD)
C -1.71 3.73 -1.58
C -1.53 2.64 -2.07
Al -1.38 0.74 -2.74
S -1.67 0.91 -5.03
C 0.34 -0.17 -2.26
C 1.61 0.39 -2.91
C 1.86 1.87 -2.58
C -2.88 -0.30 -1.81
C -4.13 -0.56 -2.63
O -4.61 0.63 -3.28
Si -5.82 1.48 -2.56
C -5.62 3.26 -3.14
C -5.76 1.49 -0.67
C -7.55 0.92 -3.09
H -2.11 4.56 -1.07
H -1.79 -0.35 -5.47
H 0.29 -1.23 -2.51
H 0.43 -0.13 -1.18
H 1.62 0.22 -3.98
H 2.48 -0.16 -2.52
H 1.26 2.15 -1.72
H 2.90 2.03 -2.29
H 1.66 2.52 -3.43
H -2.48 -1.25 -1.46
H -3.11 0.29 -0.92
H -4.92 -0.97 -2.00
H -3.89 -1.29 -3.40
H -6.17 3.94 -2.49
H -4.56 3.50 -3.13
H -6.00 3.33 -4.16
H -5.37 2.45 -0.34
H -5.18 0.68 -0.24
H -6.77 1.40 -0.27
H -7.91 1.59 -3.87
H -7.61 -0.11 -3.44
H -8.22 1.05 -2.25
C -4.75 -1.76 -8.79
S -4.27 -1.94 -7.07
O -5.23 -2.88 -6.44
C -4.73 -0.28 -6.58
H -4.58 -2.71 -9.30
H -5.81 -1.50 -8.85
H -4.15 -0.99 -9.26
H -5.80 -0.13 -6.78
H -4.13 0.44 -7.12
H -4.54 -0.17 -5.51
C 2.59 -3.14 1.86
S 0.86 -2.77 1.58
O 0.80 -1.83 0.42
C 0.64 -1.79 3.07
H 2.95 -3.72 1.01
H 3.15 -2.21 1.94
H 2.70 -3.72 2.78
H 1.35 -0.95 3.07
H 0.80 -2.42 3.94
H -0.38 -1.40 3.06
C 1.13 -7.15 4.86
S 1.29 -5.65 5.84
O 1.64 -4.56 4.90
C 2.81 -6.13 6.67
H 0.26 -7.04 4.22
H 2.02 -7.28 4.24
H 1.00 -8.00 5.52
H 3.58 -6.33 5.93
H 2.62 -7.01 7.28
H 3.11 -5.30 7.31
C -0.44 1.31 5.02
S 0.48 2.20 3.77
O 1.76 1.48 3.56
C 0.86 3.65 4.77
H -0.73 0.36 4.59
H 0.19 1.15 5.90
H -1.32 1.88 5.30
H 1.42 3.35 5.66
H -0.06 4.17 5.05
H 1.48 4.31 4.16
C 5.93 -1.70 0.70
S 6.54 -3.05 1.73
O 5.68 -3.10 2.94
C 8.06 -2.23 2.23
H 4.95 -1.98 0.32
H 5.85 -0.79 1.30
H 6.62 -1.55 -0.13
H 7.81 -1.29 2.72
H 8.69 -2.05 1.36
H 8.58 -2.88 2.93
C 7.12 -0.42 6.13
S 8.00 0.54 4.90
O 9.32 -0.10 4.69
C 8.28 1.98 5.94
H 6.89 -1.39 5.69
H 7.76 -0.56 7.00
H 6.20 0.09 6.40
H 8.84 1.69 6.82
H 7.32 2.42 6.21
H 8.85 2.70 5.36
C -2.15 5.82 7.79
S -0.75 4.69 7.83
O -1.24 3.38 7.34
C -0.66 4.57 9.62
H -2.40 6.00 6.75
H -3.00 5.37 8.30
H -1.87 6.76 8.26
H -1.61 4.20 10.01
H -0.43 5.55 10.04
H 0.13 3.87 9.87
C -0.70 -0.46 -12.03
S -2.38 -0.15 -11.48
O -3.04 -1.47 -11.33
C -2.96 0.55 -13.02
H -0.17 -0.94 -11.21
H -0.72 -1.12 -12.90
H -0.22 0.49 -12.27
H -2.83 -0.17 -13.83
H -2.41 1.47 -13.24
H -4.02 0.78 -12.91
```

Molecular formula: C4H5ClN2
Method: DFT, wB97M-V/def2-TZVPD

M ... 116.6 g mol⁻¹
Spin multiplicity ... 1
Total charge ... 0
Energy above the lowest of the compared OMol25 structures with the same formula, charge and spin ... 117.47 kcal per mole
HOMO ... -7.71 eV

```
12
C4H5ClN2 (wB97M-V/def2-TZVPD)
C -0.58 -1.18 -0.07
C 1.36 0.13 0.65
C -2.39 0.42 -0.17
C 2.28 1.10 0.04
N 0.39 -0.44 0.15
N -1.95 -0.80 0.04
Cl -4.06 0.34 -0.14
H -0.29 -2.12 -0.35
H 2.34 1.01 -1.06
H 2.09 2.19 0.38
H 3.25 1.03 0.38
H -2.46 -1.68 0.17
```

Molecular formula: Br5Hf
Method: DFT, wB97M-V/def2-TZVPD

M ... 578.0 g mol⁻¹
Spin multiplicity ... 1
Total charge ... -1
Energy above the lowest of the compared OMol25 structures with the same formula, charge and spin ... 6.26 kcal per mole
HOMO ... -6.36 eV

```
6
Br5Hf (wB97M-V/def2-TZVPD)
Hf 19.40 0.26 10.87
Br 21.89 0.52 9.68
Br 19.75 2.60 12.36
Br 16.69 0.65 11.35
Br 19.85 -1.28 13.02
Br 19.09 -2.05 9.42
```

Molecular formula: C4H7IMnN
Method: DFT, wB97M-V/def2-TZVPD

<S²> ... 8.7659
M ... 250.9 g mol⁻¹
Spin multiplicity ... 6
Total charge ... +1
Energy above the lowest of the compared OMol25 structures with the same formula, charge and spin ... 14.62 kcal per mole
HOMO (alpha / beta) ... -13.43 / -13.43 eV

```
14
C4H7IMnN (wB97M-V/def2-TZVPD)
Mn -3.41 -4.01 -2.62
I -2.61 -2.16 -0.82
C 1.19 0.50 1.50
C 0.62 -0.35 0.37
C 0.16 0.55 -0.85
C -0.39 1.88 -0.54
N -0.83 2.95 -0.28
H 1.83 -0.15 2.09
H 0.37 0.87 2.11
H 1.77 1.38 1.21
H -0.27 -0.90 0.68
H 1.26 -1.19 0.10
H -0.64 0.02 -1.36
H 0.96 0.61 -1.60
```